# 1
C6H13N in the gas phase in a non-equilibrium geometry. Source: the Open Molecules 2025 dataset; level of theory: ωB97M-V/def2-TZVPD.

The calculation puts the energy relative to the best compared isomer or geometry (same formula, charge and spin) at 52.7 kJ/mol. The structure (SMILES) is C/C=C/C[C@@H](C)N. For the HOMO-LUMO gap, the calculation gives 10.15 eV. The total energy comes out at -7922.2873 eV.

Last columns: bonded neighbours and bond lengths (Å).
Geometry (Å):
1 C 0.145 -0.482 0.822  C10 1.502, C14 1.330, H15 1.089
2 H -1.700 -0.178 -0.224  C10 1.091
3 C -0.021 -0.390 -2.276  H13 1.098, H16 1.095, H18 1.091, C19 1.520
4 H -0.322 0.394 2.654  C14 1.087
5 H 0.797 1.274 -1.134  C19 1.093
6 H 2.032 -1.596 2.512  C20 1.083
7 H 1.553 -0.527 3.850  C20 1.094
8 H 0.547 -1.901 3.488  C20 1.092
9 H -0.532 2.437 -2.565  N11 1.011
10 C -0.772 0.357 -0.021  C1 1.502, H2 1.091, H12 1.088, C19 1.521
11 N -1.014 1.853 -1.895  H9 1.011, H17 1.012, C19 1.459
12 H -1.050 1.259 0.521  C10 1.088
13 H -0.982 -0.906 -2.405  C3 1.098
14 C 0.341 -0.284 2.123  C1 1.330, H4 1.087, C20 1.512
15 H 0.892 -1.109 0.337  C1 1.089
16 H 0.604 -1.182 -1.851  C3 1.095
17 H -1.864 1.514 -2.328  N11 1.012
18 H 0.320 -0.184 -3.292  C3 1.091
19 C -0.165 0.802 -1.343  C3 1.520, H5 1.093, C10 1.521, N11 1.459
20 C 1.190 -1.149 3.026  H6 1.083, H7 1.094, H8 1.092, C14 1.512

---

# 2
C6H13N in the gas phase. Source: the Open Molecules 2025 dataset; level of theory: ωB97M-V/def2-TZVPD.

The calculation puts the energy relative to the best compared isomer or geometry (same formula, charge and spin) at 82.1 kJ/mol. The structure (SMILES) is C[C@H]1N(C)C1(C)C. For the HOMO-LUMO gap, the calculation gives 9.85 eV. The total energy comes out at -7921.9818 eV.

Last columns: bonded neighbours and bond lengths (Å).
Geometry (Å):
1 H 2.403 -0.252 0.878  C11 1.096
2 C -0.614 0.415 0.670  N6 1.448, C7 1.508, H8 1.097, C12 1.496
3 H 2.148 0.642 -1.511  C13 1.096
4 H 1.240 -1.538 1.230  C11 1.093
5 H -0.822 2.467 1.328  C7 1.096
6 N -0.786 -0.462 -0.468  C2 1.448, C12 1.461, C17 1.449
7 C -1.284 1.766 0.623  C2 1.508, H5 1.096, H18 1.096, H19 1.094
8 H -0.645 -0.068 1.654  C2 1.097
9 H 1.266 1.985 -0.791  C13 1.094
10 H -0.816 -2.276 0.698  C17 1.102
11 C 1.617 -0.881 0.443  H1 1.096, H4 1.093, C12 1.516, H14 1.097
12 C 0.560 0.018 -0.166  C2 1.496, N6 1.461, C11 1.516, C13 1.523
13 C 1.153 0.974 -1.194  H3 1.096, H9 1.094, C12 1.523, H20 1.091
14 H 2.086 -1.498 -0.334  C11 1.097
15 H -0.877 -2.460 -1.076  C17 1.095
16 H -2.291 -1.857 -0.199  C17 1.096
17 C -1.195 -1.832 -0.236  N6 1.449, H10 1.102, H15 1.095, H16 1.096
18 H -2.344 1.672 0.886  C7 1.096
19 H -1.225 2.188 -0.384  C7 1.094
20 H 0.517 1.021 -2.079  C13 1.091

---

# 3
C6H13N in the gas phase in a non-equilibrium geometry. Source: the Open Molecules 2025 dataset; level of theory: ωB97M-V/def2-TZVPD.

The calculation puts the energy relative to the best compared isomer or geometry (same formula, charge and spin) at 97.7 kJ/mol. The structure (SMILES) is CCCC/C=C/N. For the HOMO-LUMO gap, the calculation gives 10.44 eV. The total energy comes out at -7921.8207 eV.

Last columns: bonded neighbours and bond lengths (Å).
Geometry (Å):
1 C 0.595 2.220 -1.444  H5 1.084, C15 1.543, H17 1.092, H19 1.090
2 H 1.570 -1.514 0.579  C13 1.089
3 H 1.605 -1.159 -1.128  C13 1.089
4 C -1.043 -1.388 0.871  H7 1.093, N10 1.442, C11 1.318
5 H -0.213 2.906 -1.674  C1 1.084
6 H 0.738 2.553 0.642  C15 1.087
7 H -0.596 -1.562 1.854  C4 1.093
8 H -2.820 -0.693 1.374  N10 0.986
9 H 2.479 0.821 -0.347  C20 1.095
10 N -2.483 -1.456 0.848  C4 1.442, H8 0.986, H12 1.016
11 C -0.315 -1.162 -0.204  C4 1.318, C13 1.503, H14 1.093
12 H -2.743 -2.269 1.399  N10 1.016
13 C 1.157 -0.856 -0.183  H2 1.089, H3 1.089, C11 1.503, C20 1.556
14 H -0.937 -0.825 -1.037  C11 1.093
15 C 0.527 1.697 0.006  C1 1.543, H6 1.087, H18 1.084, C20 1.537
16 H 1.900 0.594 1.260  C20 1.092
17 H 1.519 2.789 -1.566  C1 1.092
18 H -0.434 1.211 0.130  C15 1.084
19 H 0.742 1.397 -2.145  C1 1.090
20 C 1.571 0.589 0.219  H9 1.095, C13 1.556, C15 1.537, H16 1.092

---

# 4
A gas-phase ion, C6H13N (charge +1) in a non-equilibrium geometry. Source: the Open Molecules 2025 dataset; level of theory: ωB97M-V/def2-TZVPD.

The calculation puts the energy relative to the best compared isomer or geometry (same formula, charge and spin) at 255.3 kJ/mol. For the HOMO-LUMO gap (spin up / spin down), the calculation gives 10.40 / 6.58 eV. The charge is +1. Its multiplicity is 2. The total energy comes out at -7912.5663 eV.

Last columns: bonded neighbours and bond lengths (Å).
Geometry (Å):
1 H -2.852 2.571 -1.491  N12 1.027
2 C -0.094 0.063 0.818  H9 1.018, C11 1.508, H13 1.131, C15 1.529
3 C 2.086 -1.351 0.603  H4 1.148, H10 1.153, C15 1.569, C20 1.549
4 H 1.738 -2.066 1.431  C3 1.148
5 H 0.961 -2.178 -0.818  C20 1.036
6 H 1.707 0.461 1.593  C15 1.006
7 H -2.279 -0.176 -0.483  C19 1.137
8 H 2.373 -1.736 -1.638  C20 1.067
9 H -0.500 0.029 1.750  C2 1.018
10 H 3.163 -1.305 1.012  C3 1.153
11 C -0.721 1.228 0.095  C2 1.508, H17 1.086, C19 1.347
12 N -2.966 1.702 -0.955  H1 1.027, H18 1.043, C19 1.422
13 H -0.353 -0.952 0.390  C2 1.131
14 H 2.365 -3.282 -0.789  C20 1.203
15 C 1.432 0.072 0.707  C2 1.529, C3 1.569, H6 1.006, H16 1.167
16 H 1.975 0.539 -0.213  C15 1.167
17 H -0.141 2.144 0.170  C11 1.086
18 H -3.957 1.384 -0.894  N12 1.043
19 C -1.936 0.904 -0.385  H7 1.137, C11 1.347, N12 1.422
20 C 1.993 -2.140 -0.727  C3 1.549, H5 1.036, H8 1.067, H14 1.203

---

# 5
A gas-phase ion, C6H13N2 (charge +1) in a non-equilibrium geometry. Source: the Open Molecules 2025 dataset; level of theory: ωB97M-V/def2-TZVPD.

The calculation puts the energy relative to the best compared isomer or geometry (same formula, charge and spin) at 544.1 kJ/mol. The structure (SMILES) is C#[N+]N(C)[C@H](C)CC. For the HOMO-LUMO gap, the calculation gives 9.24 eV. The charge is +1. The total energy comes out at -9401.2289 eV.

Last columns: bonded neighbours and bond lengths (Å).
Geometry (Å):
1 H 1.739 0.402 3.481  C14 1.058
2 C 0.442 -0.256 -0.746  C4 1.484, H7 1.102, N8 1.430, C12 1.532
3 H 2.494 0.020 -0.059  C12 1.074
4 C 0.073 1.077 -1.283  C2 1.484, C9 1.547, H13 1.019, H21 1.120
5 N 0.526 -0.019 1.730  N8 1.598, C14 1.148
6 H 1.852 -1.652 -0.055  C12 1.115
7 H -0.202 -0.863 -1.402  C2 1.102
8 N -0.221 -0.639 0.461  C2 1.430, N5 1.598, C10 1.490
9 C -1.331 1.567 -0.858  C4 1.547, H16 1.032, H17 1.077, H18 1.081
10 C -1.423 -1.405 0.897  N8 1.490, H11 1.149, H19 1.223, H20 1.072
11 H -1.264 -2.377 0.307  C10 1.149
12 C 1.906 -0.688 -0.611  C2 1.532, H3 1.074, H6 1.115, H15 1.068
13 H 0.619 1.811 -0.834  C4 1.019
14 C 1.088 0.038 2.730  H1 1.058, N5 1.148
15 H 2.297 -0.802 -1.599  C12 1.068
16 H -1.376 2.538 -1.204  C9 1.032
17 H -1.474 1.543 0.209  C9 1.077
18 H -2.094 0.977 -1.347  C9 1.081
19 H -2.518 -0.932 0.627  C10 1.223
20 H -1.290 -1.652 1.931  C10 1.072
21 H 0.158 1.312 -2.375  C4 1.120

---

# 6
A gas-phase ion, C6H13N2 (charge +1) in a non-equilibrium geometry. Source: the Open Molecules 2025 dataset; level of theory: ωB97M-V/def2-TZVPD.

The calculation puts the energy relative to the best compared isomer or geometry (same formula, charge and spin) at 154.9 kJ/mol. The structure (SMILES) is C/C(N)=[NH+]/C1(C)CC1. For the HOMO-LUMO gap, the calculation gives 10.90 eV. The charge is +1. The total energy comes out at -9405.2627 eV.

Last columns: bonded neighbours and bond lengths (Å).
Geometry (Å):
1 H 3.302 0.021 0.084  C3 0.999
2 H -1.893 1.929 0.249  C7 1.049
3 C 2.727 -0.442 -0.590  H1 0.999, H6 1.022, H9 1.084, C13 1.521
4 C -1.308 -0.661 1.284  H8 1.170, H10 1.038, C12 1.471, H16 1.107
5 H -3.078 -0.148 -0.981  C18 1.090
6 H 2.665 -1.462 -0.598  C3 1.022
7 C -1.360 1.307 -0.407  H2 1.049, C12 1.527, H15 1.052, C18 1.521
8 H -1.245 0.215 2.056  C4 1.170
9 H 2.694 -0.024 -1.590  C3 1.084
10 H -2.314 -0.915 1.317  C4 1.038
11 H -1.685 -0.062 -2.066  C18 1.057
12 C -1.069 -0.156 -0.077  C4 1.471, C7 1.527, N14 1.482, C18 1.413
13 C 1.374 -0.070 -0.002  C3 1.521, N14 1.302, N17 1.365
14 N 0.285 -0.521 -0.556  C12 1.482, C13 1.302, H19 1.000
15 H -0.732 1.922 -0.985  C7 1.052
16 H -0.694 -1.545 1.543  C4 1.107
17 N 1.333 0.781 1.065  C13 1.365, H20 1.046, H21 1.041
18 C -2.025 0.116 -1.080  H5 1.090, C7 1.521, H11 1.057, C12 1.413
19 H 0.228 -0.860 -1.495  N14 1.000
20 H 0.579 1.500 0.978  N17 1.046
21 H 2.293 1.035 1.377  N17 1.041

---

- Which value of total energy does entry 5 give?
  -9401.2289 eV

---

- Which of these has the highest total energy?
  number 4